P | 15
Properties=species:S:1:pos:R:3:mulliken_spin:R:1 method="wB97M-V/def2-TZVPD" charge=+1 homo_ev="-13.84 / -14.56" spin_multiplicity=3 gap_ev="8.475 / 5.977"
C 0.215 0.049 -1.603 -0.04
C 0.974 1.173 1.302 -0.01
C 1.623 1.398 -0.182 0.09
C -1.738 -1.107 -0.690 0.03
N 1.224 0.947 -1.251 0.10
N -0.729 -0.197 -0.796 0.66
N 0.381 -0.058 1.514 1.04
H 0.282 -0.526 -2.522 0.03
H 1.841 1.259 1.944 0.02
H 0.287 2.009 1.346 0.02
H 2.562 1.908 -0.069 0.01
H -1.859 -1.623 -1.624 0.06
H -1.436 -1.835 0.033 0.00
H -2.736 -0.552 -0.360 0.02
H -0.592 -0.044 1.304 -0.02

---

Q | 15
Properties=species:S:1:pos:R:3:mulliken_spin:R:1 method="wB97M-V/def2-TZVPD" charge=+1 homo_ev="-11.78 / -13.96" spin_multiplicity=3 gap_ev="8.023 / 5.565"
C -0.227 1.319 0.203 0.46
C -1.474 0.794 0.231 -0.02
C 0.913 0.509 -0.011 -0.03
C 2.813 -0.798 -0.062 0.02
N -1.740 -0.430 -0.066 0.29
N 1.617 -0.293 0.568 0.68
N -2.941 -0.841 -0.081 0.38
H 0.091 2.364 0.438 0.01
H -2.365 1.283 0.561 0.00
H 1.183 0.706 -1.106 0.19
H 3.712 -0.520 0.600 0.01
H 2.606 -1.894 -0.052 0.00
H 2.783 -0.267 -1.084 0.04
H -3.258 -1.681 -0.484 -0.01
H -3.714 -0.252 0.343 -0.01

---

Stability check: which of them is most stable? Q.

---

P | 10
Properties=species:S:1:pos:R:3:mulliken_spin:R:1 method="wB97M-V/def2-TZVPD" charge=0 homo_ev="-6.52 / -9.82" spin_multiplicity=3 gap_ev="7.028 / 7.737"
C -0.352 -1.598 -0.016 0.36
C -0.022 -0.145 0.116 0.35
C 1.257 -0.382 0.035 0.62
C -0.646 1.203 0.008 -0.01
N 0.831 -2.097 -0.122 0.52
Br 2.726 0.753 0.082 0.07
H -1.204 -2.204 0.063 0.02
H -0.214 1.634 -0.844 0.03
H -0.677 1.887 0.793 0.03
H -1.700 0.949 -0.113 0.01

---

Q | 10
Properties=species:S:1:pos:R:3:mulliken_spin:R:1 method="wB97M-V/def2-TZVPD" charge=0 homo_ev="-6.71 / -8.09" spin_multiplicity=3 gap_ev="6.576 / 6.049"
C 1.204 -2.918 0.454 0.01
C 1.746 -2.324 1.369 0.42
C -0.390 -0.796 -0.075 0.83
C -0.834 0.503 -0.630 -0.04
N 0.669 -3.494 -0.603 0.61
Br -0.499 -2.222 -1.328 0.07
H 2.025 -1.937 2.295 -0.01
H 0.184 0.630 -1.191 0.09
H -1.597 0.528 -1.333 0.02
H -0.733 1.231 0.236 0.00

---

Stability check: which of them is most stable? P.

---

P | 25
Properties=species:S:1:pos:R:3:nbo_charge:R:1 method="wB97M-V/def2-TZVPD" charge=+1 homo_ev=-13.24 gap_ev=10.573
C 0.525 -0.847 1.965 -0.24
N 1.252 0.399 2.155 -0.87
C 0.111 -0.989 0.492 -0.03
N -0.690 0.225 0.044 -0.55
C -1.856 0.455 1.016 -0.44
C 1.239 -1.218 -0.515 -0.64
H -0.313 -0.841 2.653 0.21
H 1.033 -1.780 2.289 0.21
H 1.313 0.785 3.099 0.39
H 2.218 0.330 1.866 0.37
H -0.643 -1.771 0.393 0.21
H -1.104 -0.025 -0.869 0.47
H -0.275 1.163 -0.091 0.47
H -2.350 1.417 0.896 0.24
H -1.742 0.187 2.051 0.24
H -2.590 -0.321 0.778 0.22
H 1.300 -2.314 -0.661 0.24
H 2.137 -0.891 -0.054 0.23
H 0.901 -1.007 -1.511 0.23
H -2.087 -0.126 -3.225 0.50
H -0.799 -0.878 -3.262 0.49
O -1.362 -0.390 -2.648 -0.97
H 1.087 2.847 -1.230 0.50
H 1.506 1.589 -2.130 0.50
O 0.842 1.980 -1.565 -0.98

---

Q | 25
Properties=species:S:1:pos:R:3:nbo_charge:R:1 method="wB97M-V/def2-TZVPD" charge=+1 homo_ev=-12.91 gap_ev=10.104
C 1.679 -0.420 0.859 -0.21
C 1.460 -1.437 -0.241 -0.43
C 0.270 -1.201 -1.189 -0.26
C -2.022 -0.804 -0.502 -0.43
N -0.952 -1.823 -0.615 -0.66
N 0.420 -0.249 1.699 -0.74
H 1.920 0.594 0.528 0.20
H 2.520 -0.660 1.517 0.23
H 2.445 -1.535 -0.709 0.24
H 1.261 -2.372 0.287 0.23
H 0.618 -1.642 -2.126 0.23
H 0.077 -0.162 -1.487 0.20
H -2.129 -0.191 -1.400 0.19
H -1.893 -0.104 0.324 0.17
H -2.976 -1.260 -0.216 0.22
H -1.368 -2.528 -1.211 0.39
H -0.276 -0.946 1.430 0.46
H 0.660 -0.211 2.688 0.43
H 0.128 0.778 1.594 0.47
H -0.044 2.255 0.354 0.52
H -0.649 3.027 1.623 0.51
O -0.081 2.314 1.345 -0.99
H -1.006 3.316 -1.481 0.50
H 0.387 2.715 -1.739 0.49
O -0.448 2.542 -1.331 -0.95

---

Stability check: which of them is most stable? Q.

---

P | 11
Properties=species:S:1:pos:R:3:nbo_charge:R:1 method="wB97M-V/def2-TZVPD" charge=0 homo_ev=-8.84 gap_ev=7.949 smiles="CS/N=C/C=S"
C -3.206 0.772 0.080 -0.75
C 0.528 -0.361 -0.114 -0.01
C 1.683 0.486 -0.139 -0.34
H -4.187 0.409 -0.306 0.24
H -2.601 1.614 -0.312 0.25
H -3.441 1.089 1.101 0.22
H 0.595 -1.491 -0.079 0.19
H 1.368 1.529 -0.287 0.22
N -0.562 0.304 -0.141 -0.49
S -2.020 -0.656 0.014 0.37
S 3.156 -0.010 0.106 0.10

---

Q | 11
Properties=species:S:1:pos:R:3:nbo_charge:R:1 method="wB97M-V/def2-TZVPD" charge=0 homo_ev=-8.49 gap_ev=7.310 smiles="CC(=S)C(N)=S"
C -0.210 1.757 -0.047 -0.70
C -0.509 0.213 -0.068 -0.10
C 0.729 -0.735 -0.034 -0.04
H 0.330 1.794 0.919 0.25
H 0.261 2.067 -1.068 0.26
H -1.162 2.268 0.296 0.23
H 0.872 -2.718 0.050 0.38
H -0.661 -2.300 0.229 0.41
N 0.294 -2.021 -0.082 -0.75
S -2.053 -0.347 -0.103 0.04
S 2.109 0.021 -0.092 0.01

---

Stability check: which of them is most stable? Q.